Here is an isolated molecule of C16H19IN2O3 in a non-equilibrium geometry from the Open Molecules 2025 dataset. Energies are from wB97M-V/def2-TZVPD.

Computed properties:
LUMO energy	0.29	eV
total energy	-34120.7436	eV
structure (SMILES)	COc1ccc(CCC(=O)OCCCc2cnc[nH]2)cc1I
molecular weight	414.2	g mol⁻¹

Structure (ORCA input):
```
! RIJCOSX wB97M-V def2-TZVPD def2/J DEFGRID3
* xyz 0 1
C 0.4512 5.9071 3.5729
O 0.2730 4.5798 4.0091
C 0.5172 3.5307 3.1834
C 1.8188 3.1642 2.9640
C 2.1784 2.2516 2.0017
C 1.2061 1.5957 1.2609
C 1.5979 0.3624 0.4605
C 2.4152 0.7653 -0.7928
C 1.6071 0.2654 -2.0063
O 1.4655 1.0534 -2.9432
O 0.9645 -0.9940 -1.9242
C 0.1532 -1.4047 -3.0588
C -0.9895 -2.1830 -2.4370
C -0.6007 -3.5532 -2.1914
C -1.8311 -4.1820 -1.6568
C -2.9364 -4.7247 -2.2886
N -3.8237 -5.1182 -1.3486
C -3.3006 -4.8509 -0.1760
N -2.0373 -4.3646 -0.3332
C -0.1261 1.8771 1.3857
C -0.5308 2.9094 2.3218
I -2.6282 3.5281 2.6832
H 1.5338 6.1104 3.7095
H -0.1692 6.5559 4.1175
H 0.2174 6.0351 2.5075
H 2.5582 3.7257 3.4562
H 3.2133 2.0004 1.6418
H 2.2865 -0.1745 1.1977
H 0.6490 -0.3534 0.3257
H 2.4623 1.8477 -0.8987
H 3.4170 0.2990 -0.7911
H 0.6346 -1.8365 -3.9180
H -0.4166 -0.6256 -3.5609
H -1.2707 -1.8367 -1.3954
H -1.8319 -1.9891 -3.1048
H 0.2318 -3.6519 -1.4595
H -0.2677 -3.9262 -3.1721
H -3.0188 -4.7461 -3.3383
H -3.6642 -5.0414 0.8125
H -1.4789 -4.1965 0.4566
H -0.9296 1.3891 0.7275
*
```

Atom charges from the Löwdin analysis, given in e for atoms 1 to 2: atom 1 (C): -0.0727, atom 2 (O): -0.1658

---

Here is a structure of composition C16H19N2O5S5SbSn in a non-equilibrium geometry from the Open Molecules 2025 dataset. Energies are from wB97M-V/def2-TZVPD.

Computed properties:
LUMO energy	-1.03	eV
total energy	-96664.9612	eV
molecular weight	720.1	g mol⁻¹

Structure (ORCA input):
```
! RIJCOSX wB97M-V def2-TZVPD def2/J DEFGRID3
* xyz 0 1
Sn -0.5129 -1.1588 0.0584
O -2.9441 -2.6920 -0.6696
C -2.5519 -2.6885 -2.0169
C -1.3490 -3.5822 -2.1997
C -1.3522 -4.7375 -2.8870
C -0.2081 -5.4710 -3.0291
C 0.9767 -5.0112 -2.4733
C 0.8875 -3.8496 -1.7549
N -0.2431 -3.1840 -1.5845
H -3.3708 -3.5068 -0.5186
H -2.2877 -1.7142 -2.3066
H -3.3941 -3.0178 -2.6292
H -2.2872 -5.0731 -3.3427
H -0.1918 -6.4251 -3.5536
H 1.9523 -5.4532 -2.5790
H 1.7743 -3.4616 -1.2714
S 3.4361 -4.2435 1.7305
Sb 1.8325 -2.3575 1.8740
S 2.0994 -0.9923 -0.0111
S -0.3787 -3.1137 1.7753
S 3.3812 -2.9970 3.5308
C -1.5022 1.7966 -2.6524
C -1.0094 2.5462 -1.4037
C -1.6621 2.4603 -0.1730
C -1.1886 3.1698 0.9549
C -0.0716 3.9562 0.8253
C 0.5845 4.0484 -0.3806
C 0.1162 3.3541 -1.4865
S 0.6437 4.7834 2.2687
O 1.2092 6.0016 1.8222
O -0.2558 4.6860 3.3927
N 1.9730 3.8531 2.6035
C 1.8502 2.3725 2.5204
C 0.8333 1.6596 3.4339
C 0.6231 0.3337 2.7489
O 1.4477 -0.6040 3.1474
O -0.2576 0.1860 1.9154
H -1.3062 2.3417 -3.5681
H -2.5858 1.7252 -2.6319
H -1.0812 0.7818 -2.7306
H -2.5796 1.8811 -0.0781
H -1.6363 3.0868 1.9419
H 1.4419 4.7121 -0.4364
H 0.6854 3.4683 -2.4536
H 2.7685 4.1955 2.0411
H 2.8625 1.9767 2.7100
H 1.6116 2.1229 1.4835
H -0.0791 2.2198 3.5898
H 1.2962 1.6152 4.4536
*
```

Atom charges from the Löwdin analysis, given in e for atoms 1 to 2: atom 1 (Sn): 0.8279, atom 2 (O): -0.1096

---

Here is an isolated molecule of C16H19N3O3 in a non-equilibrium geometry from the Open Molecules 2025 dataset. Energies are from wB97M-V/def2-TZVPD.

Computed properties:
LUMO energy	-0.53	eV
total energy	-27500.2269	eV
structure (SMILES)	CCCCC(=O)Nc1cc(C)c(NC(=O)c2ccco2)cn1
molecular weight	301.3	g mol⁻¹

Structure (ORCA input):
```
! RIJCOSX wB97M-V def2-TZVPD def2/J DEFGRID3
* xyz 0 1
C -1.4863 4.9449 4.9149
C -0.4505 5.0446 3.6711
C 0.0136 3.6683 3.0733
C 0.9530 3.9036 2.0090
C 1.1889 2.6668 1.3512
O 2.2446 1.9881 1.8581
N 0.2050 2.0805 0.8403
C 0.3523 0.9430 -0.0785
C 1.1390 -0.0256 -0.0482
C 1.2581 -1.1715 -0.6441
C 2.1966 -2.2717 -0.6751
C 0.1592 -1.4519 -1.3412
N -0.1036 -2.6831 -2.2533
C -1.2390 -3.0203 -2.8435
O -2.2189 -2.1951 -3.2021
C -1.0056 -4.3127 -3.3773
C 0.0343 -5.2823 -3.4737
C -0.4614 -6.3578 -4.1778
C -1.4744 -5.8348 -5.0100
O -2.0442 -4.8052 -4.4408
C -1.0097 -0.4133 -1.4541
N -0.7458 0.8043 -0.7685
H -1.6641 6.0055 5.3170
H -2.2606 4.5854 4.6632
H -1.2014 4.2744 5.7524
H -0.7723 5.8801 2.8288
H 0.4303 5.4762 4.3753
H -1.0265 3.3627 2.8044
H 0.5157 3.0537 3.9986
H 0.6381 4.5260 1.2754
H 1.7821 4.4206 2.4551
H -0.4429 2.7558 0.4053
H 2.2345 -0.0104 0.7124
H 1.7123 -3.2997 -0.0561
H 2.4298 -2.5635 -1.5693
H 2.9174 -2.0506 0.1586
H 0.4828 -3.3377 -2.0406
H 0.8076 -5.1726 -2.8621
H 0.2224 -7.2476 -4.5862
H -2.5566 -6.4014 -5.5353
H -1.7536 -0.4756 -2.0265
*
```

Atom charges from the Löwdin analysis, given in e for atoms 1 to 2: atom 1 (C): -0.0973, atom 2 (C): -0.2344

---

Question: Number 1 is which compound?
Answer: C16H19IN2O3